{"formula": "C33H30AsAuCl2F6INO4PS", "method": "the ωB97M-V functional and the def2-TZVPD basis", "elements": ["Au", "I", "C", "C", "C", "C", "C", "C", "C", "C", "C", "P", "C", "C", "C", "C", "C", "C", "C", "C", "C", "C", "C", "C", "C", "H", "H", "H", "H", "H", "H", "H", "H", "H", "H", "H", "H", "H", "H", "H", "H", "C", "C", "C", "C", "C", "C", "C", "S", "O", "O", "N", "C", "C", "C", "O", "O", "H", "H", "H", "H", "H", "H", "H", "H", "H", "H", "H", "H", "F", "As", "F", "F", "F", "F", "F", "Cl", "C", "Cl", "H", "H"], "coordinates": [[0.543, -2.068, -2.741], [1.927, 0.240, -3.475], [1.994, 0.914, -1.484], [3.173, 0.535, -0.824], [3.330, 0.823, 0.515], [2.321, 1.517, 1.197], [1.147, 1.912, 0.539], [0.150, 2.565, 1.274], [-1.094, 2.881, 0.692], [-1.304, 2.590, -0.629], [-0.296, 1.982, -1.414], [-0.621, 1.872, -3.203], [-0.414, 3.539, -3.817], [0.863, 4.004, -4.152], [1.027, 5.318, -4.558], [-0.072, 6.163, -4.633], [-1.342, 5.701, -4.311], [-1.523, 4.390, -3.902], [-2.231, 1.228, -3.475], [-2.868, 1.494, -4.697], [-4.068, 0.866, -4.981], [-4.613, -0.039, -4.074], [-3.970, -0.320, -2.871], [-2.770, 0.297, -2.569], [0.944, 1.607, -0.838], [3.950, -0.005, -1.357], [4.232, 0.503, 1.027], [2.421, 1.742, 2.256], [0.345, 2.814, 2.310], [-1.872, 3.352, 1.280], [-2.253, 2.848, -1.086], [1.721, 3.347, -4.110], [2.011, 5.678, -4.830], [0.062, 7.190, -4.948], [-2.195, 6.364, -4.382], [-2.516, 4.035, -3.649], [-2.434, 2.189, -5.408], [-4.579, 1.078, -5.914], [-5.546, -0.539, -4.312], [-4.409, -1.023, -2.172], [-2.257, 0.073, -1.637], [0.080, -1.021, 9.886], [-0.100, -0.960, 8.385], [0.825, -0.311, 7.580], [0.672, -0.261, 6.204], [-0.434, -0.872, 5.638], [-1.388, -1.517, 6.418], [-1.203, -1.559, 7.788], [-0.656, -0.843, 3.921], [-2.063, -0.841, 3.626], [0.182, 0.183, 3.325], [0.052, -2.247, 3.431], [0.436, -2.317, 2.012], [-0.750, -2.587, 1.057], [-0.363, -2.388, -0.359], [-0.355, -3.344, -1.191], [0.006, -1.229, -0.798], [0.890, -0.379, 10.223], [0.304, -2.040, 10.202], [-0.833, -0.725, 10.400], [1.681, 0.169, 8.041], [1.395, 0.249, 5.577], [-2.268, -1.957, 5.959], [-1.939, -2.056, 8.413], [-0.477, -3.051, 3.762], [1.174, -3.108, 1.903], [0.909, -1.376, 1.753], [-1.576, -1.908, 1.278], [-1.099, -3.610, 1.177], [2.919, -2.574, -1.876], [4.255, -3.216, -2.890], [3.379, -4.685, -2.927], [3.323, -2.679, -4.262], [5.477, -3.786, -3.911], [4.930, -1.614, -2.842], [5.074, -3.636, -1.465], [-1.428, -5.483, -3.443], [0.218, -5.238, -3.980], [0.483, -3.583, -4.679], [0.433, -5.907, -4.797], [0.919, -5.357, -3.169]], "total_energy_ev": -178477.8158, "spin_multiplicity": 4, "homo_lumo_gap_ha": [0.226, 0.123], "total_charge": 2, "e_lumo_ev": [-7.20, -9.99]}